(1)
A cluster of 13 separate species, C44H92BBr25O8P3 in total, computed with ωB97M-V/def2-TZVPD.

Values from the calculation:
Total charge: -1

Cartesian coordinates (Å):
C  0.94832  -0.18693  3.43614
C  0.37670  0.18275  2.19356
P  1.44373  0.29201  0.58135
C  1.07384  2.08594  0.11995
C  -0.06786  2.87962  0.83623
C  -1.52239  2.64348  0.23426
C  -2.59791  2.25953  1.30986
C  -3.57219  1.20346  0.64750
C  -5.02298  1.22185  1.23459
C  -5.29291  0.14166  2.33271
C  -4.67937  -1.26267  2.02408
C  -4.81903  -1.74604  0.53762
O  -3.50193  -2.11190  0.06491
C  -3.20616  -3.45862  0.39731
C  -0.05916  -0.52832  -0.30584
B  0.10169  -0.62129  -1.88489
O  -0.05841  -1.91990  -2.48958
O  0.34045  0.45337  -2.79264
O  2.49886  0.23262  -0.82492
C  3.59919  -0.63347  -0.58678
P  3.84095  -1.50428  -2.23716
O  5.43394  -2.10099  -2.40362
O  2.68602  -2.70978  -2.52271
C  3.46813  -1.47808  0.78430
C  4.40150  -1.02762  1.97396
C  5.93206  -0.89849  1.59803
C  6.77810  -2.17001  2.03518
C  8.14690  -2.26106  1.28786
C  8.04437  -2.36112  -0.27134
P  3.38167  -3.37330  0.59536
O  4.87761  -3.89691  -0.07605
Br  3.22972  -4.31812  2.66051
O  2.11356  -1.24700  1.16175
H  1.37924  -1.18532  3.63752
H  0.91657  0.55393  4.27484
H  -0.71996  0.37900  2.21184
H  2.50021  0.85465  1.41296
H  0.87967  2.17316  -0.98481
H  2.02147  2.66489  0.27642
H  0.13016  3.96377  0.59193
H  -0.05974  2.85960  1.94830
H  -1.46281  1.92257  -0.61884
H  -1.89302  3.59065  -0.23510
H  -2.18322  1.92532  2.28369
H  -3.25056  3.14668  1.53056
H  -3.08764  0.20410  0.62810
H  -3.65609  1.51976  -0.42606
H  -5.80344  1.14831  0.44192
H  -5.16591  2.22616  1.70966
H  -6.40871  0.01064  2.39894
H  -4.97507  0.44315  3.35967
H  -3.58455  -1.19524  2.24531
H  -5.07806  -2.07355  2.68306
H  -5.22023  -0.99211  -0.16748
H  -5.42087  -2.69039  0.47713
H  -3.64677  -4.17583  -0.34141
H  -2.10767  -3.64241  0.45757
H  -3.61509  -3.69095  1.41709
H  -1.02919  -0.11789  0.04895
H  -0.03916  -1.58585  0.07357
H  0.41508  -1.84267  -3.32826
H  1.23162  0.34509  -3.14728
H  4.46709  0.08160  -0.57896
H  5.39981  -2.61586  -3.22426
H  2.05615  -2.82572  -1.78952
H  4.10001  -0.02933  2.37249
H  4.34285  -1.71931  2.84748
H  6.11621  -0.58303  0.54985
H  6.32915  -0.06954  2.23894
H  6.99554  -2.03237  3.12546
H  6.17691  -3.10440  1.96712
H  8.72128  -3.16353  1.61880
H  8.76630  -1.37602  1.57154
H  9.09155  -2.28560  -0.66333
H  7.64750  -3.35275  -0.59058
H  7.45983  -1.54892  -0.74817
H  5.40702  -3.08527  -0.12966
Br  -2.51170  4.84513  -2.03719
C  -4.27791  4.30338  -2.65336
C  -5.32510  5.31127  -2.26445
Br  -5.76853  5.14586  -0.37384
H  -4.46759  3.31331  -2.24370
H  -4.18934  4.23240  -3.73592
H  -6.25741  5.12273  -2.79635
H  -5.01623  6.33948  -2.43509
Br  -1.89861  -2.34505  4.06682
C  -3.10874  -3.51657  5.03558
C  -4.14971  -2.73471  5.79319
Br  -3.40189  -1.94118  7.40871
H  -2.49607  -4.14080  5.67381
H  -3.57867  -4.13612  4.27046
H  -4.94514  -3.39387  6.14149
H  -4.58224  -1.92366  5.21204
Br  -9.77081  3.92813  4.65976
C  -9.00595  3.02436  3.11119
C  -7.52013  2.82966  3.26542
Br  -6.54707  4.48752  2.94900
H  -9.27280  3.61317  2.23758
H  -9.51577  2.06144  3.06537
H  -7.14725  2.13307  2.51501
H  -7.23450  2.47861  4.25399
Br  -3.63313  5.67886  -6.71982
C  -3.08532  4.01004  -7.56746
C  -4.21193  3.01048  -7.58508
Br  -4.46347  2.20467  -5.83103
H  -2.20584  3.65757  -7.03467
H  -2.80265  4.28825  -8.58273
H  -3.97620  2.18081  -8.25043
H  -5.16537  3.44430  -7.87575
Br  10.62378  0.59953  -5.21523
C  9.29213  -0.52977  -4.34561
C  8.21548  0.29617  -3.69186
Br  8.85178  1.07895  -2.02575
H  9.82624  -1.16873  -3.64679
H  8.87462  -1.14171  -5.14406
H  7.36900  -0.33131  -3.40946
H  7.86351  1.11427  -4.31499
Br  9.65073  -2.87595  -7.60868
C  7.88035  -3.36369  -8.25605
C  6.86611  -2.30117  -7.92272
Br  6.35641  -2.37314  -6.04372
H  7.64128  -4.33362  -7.82812
H  7.98922  -3.46407  -9.33554
H  5.94210  -2.46737  -8.47531
H  7.22411  -1.29306  -8.11563
Br  -3.76923  6.64433  2.30024
C  -3.15614  7.63588  3.85946
C  -4.06257  7.41122  5.04220
Br  -5.71741  8.42625  4.87284
H  -3.08579  8.67977  3.56515
H  -2.15718  7.25231  4.06573
H  -3.59639  7.77704  5.95643
H  -4.34258  6.36875  5.17319
Br  -0.85005  5.18821  -10.58732
C  -1.23130  7.02719  -10.06516
C  -2.65244  7.40879  -10.38854
Br  -2.87961  7.75693  -12.29244
H  -0.49459  7.65502  -10.55909
H  -1.06457  7.05650  -8.98866
H  -2.91867  8.34192  -9.89411
H  -3.37302  6.64117  -10.11844
Br  -3.44953  -6.57174  6.62494
C  -2.79895  -6.37995  8.45080
C  -3.87447  -6.70660  9.45471
Br  -5.16439  -5.25569  9.61321
H  -2.41642  -5.36608  8.54556
H  -1.97253  -7.08534  8.53333
H  -3.44626  -6.81750  10.45040
H  -4.43541  -7.60274  9.20248
Br  -10.54363  -1.36964  5.94324
C  -10.94675  0.45941  6.48199
C  -12.37915  0.81800  6.18244
Br  -12.63902  1.17109  4.28509
H  -10.23102  1.10405  5.97824
H  -10.76227  0.48660  7.55544
H  -12.65288  1.74499  6.68512
H  -13.08340  0.03761  6.45894
Br  15.04188  -0.54569  -7.19441
C  14.71067  -0.43242  -5.27732
C  14.81298  -1.78474  -4.62087
Br  13.22991  -2.86198  -4.97266
H  13.73535  0.03135  -5.15070
H  15.48061  0.23722  -4.89523
H  14.85216  -1.68049  -3.53719
H  15.67080  -2.36118  -4.95758
Br  0.89978  -7.15360  1.12289
C  1.55039  -6.95959  2.94825
C  0.46746  -7.26047  3.95179
Br  -0.79394  -5.78316  4.09434
H  1.94896  -5.95237  3.03637
H  2.36497  -7.67799  3.03750
H  0.89074  -7.37138  4.94984
H  -0.10940  -8.14865  3.70605

(2)
A cluster of 13 separate species, C44H92F16N13O37S16 in total, computed with ωB97M-V/def2-TZVPD.

Values from the calculation:
Total charge: -3
Energy relative to the best compared isomer or geometry (same formula, charge and spin), eV: 18.683

Cartesian coordinates (Å):
C  -9.21938  0.92143  4.10050
C  -8.10397  0.04010  4.68285
C  -8.13857  -1.32475  3.93084
C  -6.78926  -2.12170  4.02642
C  -5.57121  -1.31856  3.43447
C  -5.44047  0.00466  4.27297
N  -6.85058  0.72945  4.30456
O  -6.80365  2.13951  4.41463
C  -4.45614  0.88339  3.41756
C  -4.88012  -0.25182  5.71494
C  -8.14485  -0.27249  6.21557
H  -10.21368  0.52171  4.29971
H  -9.04817  1.26103  3.07900
H  -9.26743  1.83350  4.69541
H  -8.21805  -1.09939  2.86736
H  -9.04221  -1.84230  4.25284
H  -6.86012  -3.11566  3.58470
H  -6.54659  -2.31290  5.07172
H  -5.75953  -1.12336  2.37876
H  -4.66151  -1.91451  3.50796
H  -4.25788  1.78261  4.00083
H  -4.88153  1.14744  2.44935
H  -3.54983  0.30322  3.24408
H  -3.95561  -0.81381  5.58250
H  -5.51379  -0.80900  6.40495
H  -4.61057  0.71382  6.14269
H  -7.93188  0.66026  6.73780
H  -7.44377  -1.06668  6.47217
H  -9.13466  -0.68999  6.40014
C  0.97866  -3.90750  -6.44213
C  -0.35885  -3.81147  -5.73113
C  -1.48706  -3.87142  -6.81491
C  -2.83064  -4.25313  -6.31960
C  -2.77352  -5.57497  -5.45527
C  -1.73815  -5.55859  -4.26734
N  -0.44778  -4.93621  -4.71015
O  0.54355  -4.93469  -3.72098
C  -1.35300  -7.06435  -4.00554
C  -2.32117  -4.83830  -3.02756
C  -0.43018  -2.43012  -4.98195
H  1.06482  -4.72473  -7.15823
H  1.78588  -3.89654  -5.70974
H  1.01981  -2.93170  -6.92609
H  -1.23356  -4.67852  -7.50224
H  -1.60944  -2.92822  -7.34737
H  -3.52350  -4.29795  -7.15986
H  -3.32309  -3.50294  -5.70088
H  -2.64922  -6.38686  -6.17186
H  -3.79106  -5.75417  -5.10799
H  -0.73480  -7.12116  -3.10960
H  -0.98079  -7.62127  -4.86543
H  -2.27675  -7.56062  -3.70808
H  -3.27419  -5.26941  -2.72099
H  -2.56266  -3.79177  -3.21347
H  -1.69054  -4.99982  -2.15331
H  -0.46668  -1.58982  -5.67524
H  0.46884  -2.33998  -4.37224
H  -1.23305  -2.47409  -4.24604
C  6.25515  1.44994  -0.11165
C  5.66363  2.59380  -0.99571
C  4.11459  2.44999  -0.76868
C  3.29923  3.64447  -1.32866
C  3.71753  4.90397  -0.52031
C  5.21616  5.30338  -0.61620
N  6.07279  3.98403  -0.48796
O  7.42599  4.13774  -0.13115
C  5.57483  6.31991  0.44949
C  5.51631  5.88276  -2.06563
C  6.02168  2.49238  -2.51800
H  6.14877  1.63421  0.95738
H  7.31147  1.33719  -0.35575
H  5.86428  0.46045  -0.34877
H  4.02760  2.21421  0.29196
H  3.86378  1.56679  -1.35617
H  2.21450  3.53949  -1.30772
H  3.58153  3.81973  -2.36678
H  3.44811  4.65948  0.50718
H  3.04579  5.75089  -0.66030
H  6.59433  6.70461  0.42253
H  5.47354  5.94431  1.46771
H  5.03846  7.25589  0.29341
H  5.44805  6.97056  -2.05387
H  4.85503  5.54118  -2.86195
H  6.54736  5.72898  -2.38407
H  5.33933  2.95155  -3.23331
H  5.82319  1.47055  -2.84140
H  7.04744  2.68282  -2.83366
C  -2.65446  -0.03178  -2.39631
C  -2.33528  -0.33212  -0.83868
C  -1.78360  -1.77312  -0.59559
C  -0.35134  -2.10559  -1.01073
C  0.57656  -1.10418  -0.32306
C  0.26461  0.46982  -0.59796
N  -1.28086  0.60200  -0.27639
O  -1.71929  1.74438  0.45315
C  0.62278  0.86335  -2.11832
C  1.10368  1.20465  0.39901
C  -3.66241  -0.16571  -0.02913
H  -2.70746  1.04589  -2.55103
H  -3.64503  -0.37789  -2.69142
H  -1.92497  -0.37986  -3.12760
H  -2.45883  -2.55343  -0.94672
H  -1.91382  -1.96881  0.46877
H  -0.18006  -2.04005  -2.08519
H  0.01388  -3.06812  -0.65261
H  1.62977  -1.33613  -0.48132
H  0.37314  -1.34050  0.72139
H  0.24520  0.20534  -2.90098
H  1.69371  0.98586  -2.28021
H  0.10697  1.74314  -2.50303
H  0.94352  2.27793  0.29645
H  2.15959  0.93809  0.35317
H  0.73018  0.88860  1.37302
H  -4.40339  -0.92951  -0.26508
H  -4.14691  0.80695  -0.11455
H  -3.51393  -0.33575  1.03723
C  3.81812  0.13842  7.28888
C  4.74933  0.68097  6.21147
N  4.92320  -0.20529  4.95295
C  5.92623  0.48503  3.98822
C  5.49160  -1.64650  5.35733
C  6.74458  -1.64424  6.29877
C  3.51262  -0.29133  4.25846
C  3.56129  -0.58885  2.69021
O  4.20353  -1.84378  2.60495
C  4.42590  -2.23496  1.29811
H  4.00538  0.82286  8.11626
H  4.19122  -0.80123  7.69627
H  2.74332  0.16245  7.10907
H  5.70354  0.78280  6.72840
H  4.47365  1.64949  5.79424
H  6.34524  -0.17874  3.23195
H  6.79630  0.81475  4.55599
H  5.34605  1.34103  3.64363
H  5.72141  -2.04944  4.37096
H  4.73612  -2.26640  5.84010
H  7.50037  -0.91438  6.00862
H  7.24527  -2.61243  6.30353
H  6.59341  -1.45656  7.36180
H  3.13790  0.72309  4.39501
H  2.78228  -0.86949  4.82454
H  4.06717  0.19698  2.12926
H  2.52556  -0.71309  2.37409
H  4.92859  -1.46206  0.71672
H  3.48009  -2.28086  0.75827
H  5.00674  -3.15728  1.30546
N  -7.19132  0.51427  0.98407
S  -7.29483  1.90048  0.35307
O  -8.46150  2.25204  -0.40283
O  -6.02441  2.47898  -0.01999
F  -7.69012  2.56632  1.77823
S  -7.33533  -0.33061  -0.45810
O  -6.26979  -0.16956  -1.44907
O  -8.69181  -0.68105  -0.88550
F  -7.02695  -1.80510  0.16991
N  4.50648  -2.92643  -3.47745
S  3.46637  -2.18659  -2.65495
O  2.02984  -2.37827  -2.88791
O  3.84039  -0.87195  -2.06806
F  3.58335  -3.13719  -1.35369
S  4.41552  -1.78793  -4.62939
O  5.21167  -0.58358  -4.41587
O  3.19235  -1.63993  -5.46642
F  5.39475  -2.62574  -5.64007
N  -2.26744  6.22137  -0.73085
S  -1.18368  6.67125  -1.57138
O  -1.36813  7.16457  -2.93898
O  0.16636  6.23326  -1.15533
F  -1.23048  8.16165  -1.04438
S  -2.44795  4.72735  -1.64673
O  -1.31151  3.78159  -1.74002
O  -3.35202  4.73008  -2.78258
F  -3.32681  3.99101  -0.47851
N  -2.99384  -6.36352  2.63005
S  -1.86524  -5.91788  3.46826
O  -1.95827  -5.27158  4.78498
O  -0.68576  -5.74311  2.65679
F  -1.49739  -7.40593  3.95448
S  -3.70647  -4.84341  2.47042
O  -2.87191  -3.70860  2.05585
O  -4.82937  -4.48835  3.30907
F  -4.42158  -5.14012  1.06497
N  -3.95409  0.47809  -7.63447
S  -4.31370  -0.42595  -6.48445
O  -3.33589  -0.83674  -5.49962
O  -5.37137  -1.42693  -6.77485
F  -5.03848  0.70924  -5.57096
S  -2.93302  -0.54795  -8.52745
O  -3.51298  -1.80600  -8.92732
O  -1.49264  -0.52602  -8.27708
F  -3.09682  0.32793  -9.94385
N  0.26363  -0.13900  3.63805
S  -0.25402  -1.20272  4.50465
O  -1.70248  -1.50629  4.52399
O  0.55922  -1.48932  5.65766
F  0.24087  -2.42846  3.52145
S  -0.20439  1.13528  4.62874
O  0.52580  1.25260  5.86086
O  -1.61090  1.58071  4.72157
F  0.52240  2.31061  3.76251
N  2.23736  3.32611  -6.35156
S  3.04144  2.18340  -5.85027
O  3.10344  1.86051  -4.40058
O  4.09538  1.72862  -6.65472
F  1.90819  1.05839  -6.23083
S  2.98391  4.48623  -5.40412
O  4.40741  4.54203  -5.10046
O  2.07619  4.99807  -4.38473
F  2.89506  5.54424  -6.64719
N  5.24744  3.56478  2.44134
S  6.20822  3.96182  3.48585
O  6.28996  3.22577  4.73884
O  6.51422  5.41499  3.51526
F  7.51625  3.29230  2.76264
S  3.76398  4.08345  3.22709
O  3.31338  5.43957  3.02002
O  3.37933  3.40245  4.47812
F  2.72991  3.31672  2.25956

Number 1: DFT total energy -67732.911682 Ha, molecular weight 2850.5 Da. Number 2: DFT total energy -13195.319228 Ha, molecular weight 2212.3 Da.